# 1
C13H25InNO5 | the ωB97M-V functional and the def2-TZVPD basis

As for the net charge: +1. For the energy above the lowest of the compared OMol25 structures with the same formula, charge and spin, the calculation gives 345.9 kJ/mol.

```
45
Properties=species:S:1:pos:R:3:mulliken_charge:R:1
In 0.752 2.583 -1.167 0.985
O -0.060 5.467 1.112 -0.359
O -1.723 2.974 0.470 -0.403
O -2.171 1.874 -1.314 -0.542
O 1.141 5.419 -0.706 -0.486
O -0.058 0.071 0.239 -0.187
N 0.550 -1.186 -0.216 0.049
C 2.421 -2.797 -0.294 -1.314
C 1.472 -3.965 -0.521 -0.725
C 2.881 -0.481 0.681 -1.712
C 1.774 -1.593 0.513 1.568
C -3.829 1.842 0.483 -1.052
C 1.615 -2.080 1.928 -1.594
C -1.372 -1.641 -1.765 -1.617
C 0.364 6.040 0.076 0.879
C -0.457 -2.213 -0.572 1.432
C 0.245 -3.428 -1.190 -1.219
C -2.551 2.305 -0.217 0.896
C 0.084 7.441 -0.200 -1.024
C -1.515 -2.712 0.468 -1.475
H 3.448 -3.087 -0.072 0.455
H -0.425 -4.284 -1.277 0.390
H -1.990 -1.912 1.035 0.263
H -0.416 -0.205 1.086 0.275
H -3.662 1.010 1.167 0.254
H 3.896 -0.781 0.941 0.382
H -0.779 -1.367 -2.638 0.401
H 1.251 -1.288 2.583 0.392
H 0.512 -3.155 -2.211 0.374
H 2.978 0.182 -0.178 0.300
H -2.176 -3.485 0.075 0.477
H -1.172 -3.380 1.258 0.353
H 0.987 8.050 -0.251 0.323
H -4.642 1.426 -0.112 0.353
H 2.493 -2.455 2.454 0.391
H 2.465 -2.472 -1.333 0.378
H -1.813 -0.685 -1.483 0.264
H 0.934 -2.930 1.876 0.308
H -0.460 7.649 -1.121 0.306
H 1.316 -4.473 0.431 0.354
H 1.909 -4.784 -1.093 0.453
H 2.639 0.294 1.409 0.363
H -0.526 7.902 0.578 0.338
H -2.166 -2.304 -2.109 0.381
H -4.162 2.613 1.178 0.368
```

***

# 2
C13H25N2O4 | the ωB97M-V functional and the def2-TZVPD basis

As for the net charge: +1. For the energy above the lowest of the compared OMol25 structures with the same formula, charge and spin, the calculation gives 0.0 kJ/mol.

```
44
Properties=species:S:1:pos:R:3:mulliken_charge:R:1
O -3.148 2.097 4.186 -0.547
O -1.746 1.108 5.679 -0.327
O -3.237 2.506 6.421 -0.324
O -0.443 -0.264 1.147 -0.379
N -1.472 -0.976 -3.710 -0.059
N 0.767 -0.709 -4.377 0.270
C -4.319 3.406 6.183 -0.617
C 1.325 -1.748 0.015 -0.596
C 3.087 -0.575 -3.171 -0.791
C 0.094 -1.076 -5.622 -0.143
C 2.773 -1.879 -2.277 -0.601
C 2.716 -1.409 -0.733 -0.706
C -0.121 -0.625 -3.264 -0.206
C -1.133 0.417 4.593 -0.450
C -1.355 -1.249 -5.133 -0.405
C -2.751 1.922 5.313 0.754
C -0.629 1.179 0.945 -0.722
C 2.232 -0.453 -4.525 -0.690
C 0.973 -0.596 1.112 -0.545
H -1.856 -0.229 4.090 0.309
H 0.236 -0.329 -2.223 0.409
H 3.641 -2.622 -2.403 0.378
H 0.579 -1.175 -6.644 0.381
H 2.658 -1.210 -5.279 0.401
H -1.746 1.353 0.706 0.276
H 1.334 -0.967 2.149 0.285
H 2.386 0.611 -4.957 0.287
H 1.816 -2.416 -2.609 0.447
H 4.196 -0.666 -3.497 0.346
H -2.220 -1.551 -5.828 0.344
H 3.032 0.421 -2.592 0.372
H 1.538 0.389 0.920 0.360
H 3.540 -1.997 -0.171 0.335
H -0.338 -0.209 5.001 0.302
H -4.629 3.816 7.144 0.222
H -0.413 1.791 1.888 0.275
H -2.282 -1.014 -3.076 0.263
H -0.050 1.587 0.041 0.299
H -4.001 4.230 5.541 0.291
H 0.428 -1.864 -0.685 0.312
H 2.951 -0.303 -0.561 0.399
H 1.441 -2.723 0.631 0.401
H -0.688 1.121 3.888 0.102
H -5.168 2.879 5.743 0.289
```

***

# 3
C13H25N2OP | the ωB97M-V functional and the def2-TZVPD basis

Its structure (SMILES) is CCCCC[PH3]c1cccnc1.CNC(C)=O.

```
42
Properties=species:S:1:pos:R:3:mulliken_charge:R:1
P 2.616 0.048 -0.266 0.520
O -2.732 -0.999 1.654 -0.628
N -3.668 -2.923 2.329 -0.174
N 6.702 0.325 0.486 -0.575
C -4.685 -3.953 2.387 -0.828
C -0.353 1.657 -0.993 -0.598
C 6.989 1.556 0.066 -0.293
C -4.873 -1.511 0.722 -1.244
C 6.042 2.433 -0.443 -0.407
C -1.809 2.112 -1.224 -0.480
C 0.826 -0.565 -0.403 -1.218
C 4.727 1.998 -0.532 -0.403
C -2.420 1.650 -2.562 -1.115
C -0.242 0.463 -0.027 -0.201
C 5.433 -0.064 0.387 -0.297
C 4.399 0.720 -0.116 0.309
C -3.670 -1.777 1.599 0.807
H -5.072 -4.064 3.401 0.287
H 0.716 -1.460 0.220 0.482
H -5.786 -1.448 1.316 0.384
H 5.218 -1.071 0.740 0.316
H -4.713 -0.565 0.215 0.208
H 6.334 3.425 -0.762 0.363
H -1.764 0.942 -3.073 0.351
H -0.080 0.817 0.998 0.251
H -4.286 -4.915 2.064 0.282
H -2.840 -3.040 2.892 0.238
H 0.109 1.402 -1.952 0.329
H 0.209 2.508 -0.602 0.344
H -5.000 -2.299 -0.021 0.365
H 3.959 2.662 -0.923 0.333
H -1.207 -0.051 0.005 0.182
H 8.026 1.866 0.144 0.331
H -5.513 -3.694 1.735 0.307
H 2.182 1.407 -0.335 -0.157
H 3.003 -0.665 -1.432 -0.007
H -2.419 1.730 -0.404 0.296
H -1.848 3.201 -1.178 0.409
H 0.665 -0.882 -1.442 0.421
H -2.598 2.490 -3.233 0.291
H 2.798 -0.614 0.979 -0.021
H -3.378 1.149 -2.416 0.241
```

***

# 4
C13H25NO20S4 | the ωB97M-V functional and the def2-TZVPD basis

For the energy above the lowest of the compared OMol25 structures with the same formula, charge and spin, the calculation gives 46.4 kJ/mol.

```
63
Properties=species:S:1:pos:R:3:mulliken_charge:R:1
S -4.782 2.704 3.298 1.082
S 4.188 0.926 -4.709 1.181
S -0.624 1.814 -4.273 1.034
S -0.242 -0.134 3.470 1.173
O 2.995 -5.153 1.183 -0.365
O 5.413 0.235 -4.526 -0.563
O -1.311 0.873 4.066 -0.201
O 3.315 -6.011 3.223 -0.585
O -3.665 1.908 2.502 -0.196
O 0.013 -2.473 0.453 -0.542
O 0.586 2.212 -3.327 -0.157
O 3.938 1.907 -3.489 -0.348
O 2.991 -0.050 -4.374 -0.337
O 0.263 -2.189 -1.676 -0.584
O 0.416 0.525 2.396 -0.579
O 0.700 -0.125 4.742 -0.342
O 3.907 1.628 -5.900 -0.538
O -0.818 -1.392 3.284 -0.537
O -5.367 1.893 4.294 -0.549
O -1.234 3.286 -4.391 -0.329
O -1.519 0.980 -3.570 -0.539
O -4.244 3.967 3.657 -0.558
O -0.095 1.463 -5.534 -0.530
O -5.806 2.863 2.092 -0.313
N -0.140 -1.853 -0.574 1.042
C -0.201 4.258 -4.184 -0.424
C 0.526 1.095 5.476 -0.358
C 2.615 -5.892 2.259 0.529
C 0.754 -5.702 0.755 -0.229
C -0.848 -0.564 -0.507 -0.106
C 2.609 -0.028 -2.986 0.508
C 2.070 -5.334 0.078 -0.201
C -4.133 1.516 1.197 -0.159
C 1.237 -6.466 2.005 -0.473
C -0.576 1.879 4.756 -0.400
C -5.234 2.499 0.851 -0.332
C 0.778 3.645 -3.184 -0.283
C 3.292 1.236 -2.410 -0.230
H 2.625 1.961 -1.950 0.186
H -0.151 2.584 4.040 0.268
H 1.820 3.818 -3.433 0.293
H -4.825 3.378 0.348 0.304
H 1.443 1.671 5.590 0.306
H 0.210 0.797 6.478 0.276
H 2.447 -6.132 -0.560 0.297
H -1.241 2.383 5.448 0.368
H 0.239 4.564 -5.133 0.292
H 0.504 3.884 -2.160 0.304
H -0.704 5.141 -3.789 0.297
H 0.120 -6.314 0.118 0.391
H -0.521 0.073 -1.321 -0.069
H 0.253 -4.797 1.086 0.022
H 2.970 -0.948 -2.541 0.227
H 1.535 0.094 -2.981 -0.398
H -0.806 -0.131 0.484 -0.043
H 1.271 -7.539 1.804 0.248
H 0.547 -6.333 2.834 0.308
H -3.270 1.514 0.532 0.142
H 2.040 -4.368 -0.416 0.096
H -4.442 0.468 1.262 0.269
H -5.968 2.040 0.194 0.306
H 4.027 1.038 -1.626 0.335
H -1.894 -0.789 -0.734 0.313
```

***

In the order shown, the computed gap between HOMO and LUMO values come out to 2.528; 8.727; 8.858; 9.571 eV.
In the order shown, the computed max |F| values come out to 0.0641; 0.1346; 0.0057; 0.0273 Eh/bohr.